Formula: C43H45Cl39F3NO6S
Source: the OMol25 dataset
Level of theory: ωB97M-V/def2-TZVPD

## Properties
Largest force on an atom (eV/Å): 2.43
Gap between HOMO and LUMO (eV): 7.84
DFT total energy (eV): -566453.9430
Molecular weight (g/mol): 2143.56
E_HOMO (eV): -7.809
Charge: 0

Each line ends with the Löwdin charge.
Atoms and positions in Å:
C (5.39144, -1.53151, 2.83403)  0.149
C (4.49774, -1.48218, 2.02192)  -0.083
C (3.46069, -1.46097, 0.97721)  -0.119
C (2.78908, -2.63976, 0.51999)  -0.101
C (3.20122, -3.97322, 1.17077)  -0.102
O (2.07090, -4.73851, 1.68643)  -0.056
C (1.52690, -3.96809, 2.72088)  -0.473
C (0.19580, -3.18777, 2.47904)  0.034
O (2.01991, -3.90277, 3.80884)  0.137
C (1.79034, -2.52076, -0.50354)  -0.162
C (1.05868, -3.79039, -0.96519)  -0.162
C (1.96501, -4.82760, -1.70213)  -0.222
C (1.14617, -6.14126, -1.89457)  -0.160
C (0.85649, -6.91989, -0.57910)  -0.179
O (-0.41905, -7.64454, -0.63383)  -0.088
C (-1.23258, -7.20679, 0.39042)  -0.332
O (-1.07345, -7.53555, 1.53259)  0.094
C (1.52020, -1.23005, -1.04951)  -0.336
C (2.15115, -0.04072, -0.61101)  -0.175
C (3.13459, -0.19214, 0.42310)  -0.094
C (3.83216, 1.06208, 0.96348)  -0.143
O (3.15324, 1.75514, 2.03351)  -0.141
C (1.91590, 1.18022, 2.43590)  -0.255
C (1.36177, 2.11260, 3.59403)  -0.071
N (1.93778, 1.29166, -1.07509)  0.090
C (0.76149, 1.52299, -1.85684)  -0.292
C (0.37241, 2.89221, -2.01087)  0.029
C (-0.73940, 3.29530, -2.79027)  -0.138
C (-1.08216, 4.80215, -2.92718)  -0.076
C (-0.62802, 5.69543, -1.74708)  -0.233
O (-0.91496, 6.86791, -1.80168)  0.017
C (-1.54252, 2.31928, -3.48237)  -0.158
C (-2.72817, 2.68537, -4.38062)  -0.123
C (-4.11034, 2.11861, -3.89288)  -0.053
C (-5.15155, 3.24803, -3.90295)  -0.586
F (-4.78054, 4.20359, -2.98574)  0.097
F (-6.38811, 2.85243, -3.53281)  0.128
F (-5.22019, 3.86294, -5.11149)  0.125
C (-1.16175, 0.96710, -3.28150)  -0.076
C (-0.05596, 0.57232, -2.50526)  -0.564
S (0.30189, -1.18160, -2.36692)  0.982
H (6.05235, -1.54293, 3.69604)  0.051
H (3.86606, -3.82182, 2.05088)  0.121
H (3.80029, -4.59317, 0.47008)  0.119
H (-0.42499, -3.39920, 3.37478)  0.094
H (0.38599, -2.09532, 2.42908)  0.089
H (-0.35581, -3.56364, 1.59783)  0.071
H (0.58583, -4.25140, -0.07160)  0.085
H (0.20389, -3.58459, -1.64973)  0.082
H (2.14060, -4.41094, -2.72040)  0.094
H (2.95795, -4.96968, -1.25764)  0.034
H (0.17421, -5.94026, -2.40169)  0.126
H (1.73737, -6.81275, -2.55196)  0.065
H (0.81987, -6.28898, 0.32999)  0.097
H (1.65408, -7.67804, -0.41361)  0.069
H (-2.06869, -6.48674, 0.19801)  0.153
H (4.87306, 0.88229, 1.30381)  0.124
H (3.92257, 1.79229, 0.12286)  0.124
H (2.00856, 0.17062, 2.89018)  0.118
H (1.12750, 1.21545, 1.64453)  0.114
H (1.51894, 1.58586, 4.55434)  0.076
H (1.92684, 3.06173, 3.59115)  0.048
H (0.27404, 2.25534, 3.42492)  0.040
H (1.84777, 1.91889, -0.27317)  0.121
H (0.96062, 3.67410, -1.50703)  0.111
H (-0.51380, 5.16654, -3.81866)  0.145
H (-2.15033, 4.94926, -3.18273)  0.108
H (-0.07515, 5.33043, -0.84732)  0.119
H (-2.80978, 3.77340, -4.57067)  0.102
H (-2.52802, 2.24110, -5.38283)  0.131
H (-4.48608, 1.36317, -4.62048)  0.133
H (-4.02068, 1.60577, -2.91922)  0.135
H (-1.78550, 0.21233, -3.79842)  0.127
C (2.84337, -9.98030, -2.84916)  -1.530
Cl (1.08903, -10.03519, -2.66460)  0.555
Cl (3.28257, -9.56857, -4.50935)  0.528
Cl (3.55111, -8.81718, -1.72061)  0.576
H (3.24032, -10.96058, -2.62099)  -0.046
C (-2.24925, 4.08254, 5.20386)  -1.548
Cl (-2.02142, 2.34789, 5.45458)  0.539
Cl (-0.71393, 4.86577, 4.81552)  0.507
Cl (-3.43611, 4.37357, 3.92700)  0.506
H (-2.62656, 4.51142, 6.12298)  -0.082
C (-4.90217, 6.42975, 7.37239)  -1.521
Cl (-4.68094, 4.69249, 7.62490)  0.555
Cl (-3.35583, 7.20584, 7.01841)  0.526
Cl (-6.05905, 6.72921, 6.07447)  0.523
H (-5.29793, 6.85815, 8.28590)  -0.016
C (-8.05017, 2.89166, 5.22795)  -1.527
Cl (-8.02126, 2.14559, 6.82894)  0.510
Cl (-9.14038, 4.28254, 5.21063)  0.510
Cl (-6.42381, 3.37104, 4.73668)  0.481
H (-8.41978, 2.16046, 4.51830)  0.015
C (0.78956, -8.45585, -7.16178)  -1.563
Cl (-0.45886, -8.34792, -8.40659)  0.526
Cl (2.22204, -7.53512, -7.63451)  0.511
Cl (0.17327, -7.89066, -5.60860)  0.506
H (1.07473, -9.49649, -7.05526)  0.007
C (3.42641, -11.34753, 1.04525)  -1.544
Cl (2.73601, -12.10779, 2.47915)  0.539
Cl (5.18514, -11.25938, 1.17179)  0.527
Cl (2.95136, -12.22739, -0.41420)  0.553
H (3.03835, -10.33734, 0.97343)  -0.002
C (-4.58231, 10.95265, 7.63611)  -1.531
Cl (-5.66992, 10.92242, 6.24669)  0.528
Cl (-4.99686, 9.66770, 8.77861)  0.529
Cl (-2.90140, 10.80852, 7.11464)  0.517
H (-4.70021, 11.90445, 8.14071)  0.012
C (-11.96643, 2.06553, 8.26721)  -1.547
Cl (-11.17310, 3.38599, 9.13099)  0.516
Cl (-12.28890, 2.52337, 6.59201)  0.511
Cl (-10.98435, 0.59964, 8.33293)  0.507
H (-12.91388, 1.86219, 8.75247)  0.011
C (2.98541, 0.56684, -5.66916)  -1.486
Cl (1.87709, 0.40749, -4.30130)  0.681
Cl (3.69010, -1.00267, -6.09111)  0.519
Cl (2.15522, 1.26757, -7.06249)  0.512
H (3.79021, 1.23423, -5.38178)  0.019
C (2.78107, 6.85048, 3.77675)  -1.530
Cl (2.11330, 6.13968, 5.25036)  0.509
Cl (4.54426, 6.89760, 3.85449)  0.521
Cl (2.24721, 5.94881, 2.35498)  0.502
H (2.41660, 7.86806, 3.69180)  0.007
C (2.44857, 1.69512, -11.02655)  -1.554
Cl (4.08923, 1.89841, -10.40657)  0.515
Cl (1.30538, 2.66969, -10.09598)  0.501
Cl (2.37423, 2.11614, -12.73979)  0.524
H (2.17141, 0.65261, -10.91996)  0.014
C (3.51910, 8.62780, -0.28258)  -1.534
Cl (1.81926, 8.41361, -0.70323)  0.543
Cl (3.68334, 9.63460, 1.16276)  0.523
Cl (4.30008, 7.06307, -0.03986)  0.498
H (4.01295, 9.13122, -1.10560)  0.012
C (5.44463, -4.38726, -3.76911)  -1.514
Cl (7.18358, -4.64644, -3.60299)  0.538
Cl (4.61650, -5.90357, -4.12536)  0.536
Cl (4.77980, -3.66112, -2.30387)  0.613
H (5.27927, -3.70542, -4.59577)  0.003